Entry 1:
2 unconnected molecules or ions with the total composition C3H7NO2S in a non-equilibrium geometry, computed with the ωB97M-V functional and the def2-TZVPD basis.

For the HOMO energy, the calculation gives -0.3045 hartree. Its SMILES is C=NC=O.CSO. As for the largest force on an atom: 1.212 eV/Å. The calculation puts the total energy at -19643.1388 eV. Its spin multiplicity is 1.

Geometry as XYZ:
```
14
Properties=species:S:1:pos:R:3:forces:R:3:mulliken_charge:R:1
C -1.714630 0.208413 -1.675210 0.43 -0.06 -0.23 -0.225
N -1.985624 -0.638877 -0.804085 -0.83 0.88 -0.07 -0.248
C -1.504436 -1.686620 -0.149666 -0.08 -0.96 0.01 0.160
O -0.804236 -1.645194 0.838254 0.37 0.03 0.30 -0.619
H -2.431693 0.994940 -1.874931 -0.07 0.13 -0.07 0.268
H -0.790707 0.197334 -2.260337 -0.03 -0.03 0.11 0.252
H -1.957351 -2.629729 -0.507087 0.23 0.01 0.02 0.330
C 2.390524 0.846755 0.550336 -0.64 0.05 0.14 -0.715
S 0.747888 1.607209 0.717211 0.37 -0.17 -0.16 -0.001
O 0.142232 0.737208 1.968180 -0.06 -0.06 0.28 -0.476
H 2.958080 1.454710 -0.145731 0.10 0.10 -0.13 0.298
H 2.287555 -0.165915 0.169614 0.11 -0.07 -0.03 0.216
H 2.876789 0.838071 1.521291 0.07 0.03 0.05 0.274
H -0.214392 -0.118304 1.652160 0.03 0.10 -0.21 0.485
```
Forces are in eV/Å.


Entry 2:
A single C19H20N2O2 molecule, computed with the ωB97M-V functional and the def2-TZVPD basis.

For the HOMO energy, the calculation gives -0.3074 hartree. Its SMILES is CN(C)[C@H](CNC(=O)c1ccc2ccccc2c1)c1ccco1. As for the largest force on an atom: 0.902 eV/Å. The calculation puts the total energy at -27102.6357 eV. Its spin multiplicity is 1.

Geometry as XYZ:
```
43
Properties=species:S:1:pos:R:3:forces:R:3:mulliken_charge:R:1
C -2.703468 -4.053284 0.987946 -0.02 -0.03 0.05 -0.949
N -2.093534 -2.854596 0.452157 -0.07 0.04 0.02 0.066
C -0.670710 -2.829855 0.719184 0.15 -0.03 0.00 -0.842
C -2.815923 -1.631981 0.779425 -0.01 -0.01 -0.18 0.346
C -2.724051 -0.610413 -0.372093 -0.40 -0.07 0.14 -1.745
N -1.418861 -0.031687 -0.556993 -0.01 0.13 0.30 0.008
C -0.755201 -0.102755 -1.738032 -0.10 0.18 0.23 0.426
O -1.231738 -0.606858 -2.735159 0.07 -0.15 -0.23 -0.660
C 0.617472 0.485199 -1.715316 0.21 0.30 0.06 0.511
C 1.586805 -0.109371 -2.550351 0.15 -0.03 -0.09 -1.010
C 2.860349 0.376889 -2.594617 -0.19 -0.13 -0.03 -0.925
C 3.232881 1.496821 -1.820488 -0.24 0.16 0.19 0.984
C 4.537850 2.030092 -1.848384 0.15 0.14 0.06 -0.698
C 4.861352 3.125801 -1.097984 0.12 -0.18 -0.18 -0.529
C 3.894995 3.739171 -0.285066 -0.24 0.07 0.14 -0.539
C 2.621714 3.245865 -0.234931 0.12 0.14 0.05 -0.722
C 2.256117 2.114993 -0.995696 0.28 -0.12 -0.16 0.652
C 0.951557 1.582229 -0.960203 -0.19 -0.30 -0.15 -0.453
C -2.444135 -1.006474 2.100084 -0.04 0.69 -0.45 0.058
C -2.230320 0.288547 2.479217 -0.11 -0.52 -0.27 -0.399
C -1.932649 0.257536 3.864598 0.03 -0.47 0.37 -0.596
C -1.987042 -1.049670 4.227103 0.15 0.80 0.38 -0.681
O -2.298444 -1.818799 3.170039 -0.12 -0.44 -0.24 -0.243
H -2.650126 -4.113568 2.084247 -0.01 -0.06 -0.01 0.298
H -3.747710 -4.097142 0.681712 -0.06 -0.06 0.02 0.330
H -2.187791 -4.916807 0.569302 -0.03 -0.08 0.01 0.360
H -0.226387 -1.934065 0.294966 0.09 -0.06 0.04 0.188
H -0.219153 -3.694746 0.233565 0.08 0.00 0.00 0.373
H -0.430177 -2.874882 1.792213 0.02 0.01 -0.02 0.277
H -3.876923 -1.913125 0.834885 0.12 0.06 -0.05 0.531
H -2.964739 -1.117657 -1.309279 -0.09 0.05 0.21 0.492
H -3.460184 0.182450 -0.193160 -0.01 -0.05 -0.07 0.384
H -0.957981 0.346153 0.254991 0.12 -0.07 -0.15 0.238
H 1.284523 -0.954736 -3.149537 0.00 -0.06 -0.07 0.456
H 3.602537 -0.084473 -3.230122 0.06 -0.06 -0.06 0.380
H 5.277763 1.555918 -2.477322 0.08 -0.03 -0.05 0.384
H 5.862803 3.529612 -1.125603 0.08 0.00 -0.03 0.390
H 4.167670 4.605441 0.299759 -0.01 0.06 0.06 0.383
H 1.874628 3.715661 0.389349 -0.06 0.05 0.06 0.393
H 0.214669 2.082942 -0.346459 -0.09 0.03 0.05 0.560
H -2.301024 1.167525 1.871442 -0.04 0.15 -0.23 0.607
H -1.711607 1.094970 4.493786 0.06 0.12 0.20 0.449
H -1.830964 -1.545251 5.164401 0.01 -0.15 0.08 0.471
```
Forces are in eV/Å.


Gap between HOMO and LUMO for the records above, in order: 8.63; 8.70 eV